Record 1
ORCA calculation (wB97M-V/def2-TZVPD) on 2 unconnected molecules or ions with the total composition C2H5NO at a distorted geometry.

Structure (XYZ):
```
9
Properties=species:S:1:pos:R:3:lowdin_charge:R:1
C -1.72194 -0.42748 0.01326 0.0015
C -0.69187 0.33140 0.23891 0.0906
N 1.92927 0.16554 -0.01033 -0.0983
O 0.91863 -0.74803 0.01002 -0.2492
H -2.69183 -0.18484 -0.00627 0.0218
H -1.60299 -1.44032 -0.05028 0.0427
H -0.34636 1.28589 0.46782 0.0547
H 2.16176 0.09951 0.94888 0.0607
H 2.59357 -0.00220 -0.75075 0.0756
```

Charge: 0
ΔE to the lowest compared entry with this formula, charge and spin (kJ/mol): 579.0
HOMO-LUMO gap (alpha / beta) (Ha): 0.3469 / 0.3470
LUMO energy (alpha / beta) (eV): 1.2 / 1.2
Highest occupied orbital energy (alpha / beta) (eV): -8.3 / -8.3

***

Record 2
ORCA calculation (wB97M-V/def2-TZVPD) on 3 unconnected molecules or ions with the total composition C2H8NO4 at a distorted geometry.

Structure (XYZ):
```
15
Properties=species:S:1:pos:R:3:lowdin_charge:R:1
C -2.28903 0.35356 0.31457 -0.1089
N -0.82546 0.16776 -0.16071 -0.0351
C 0.18079 0.17751 0.90479 -0.8324
O 1.37427 0.41307 0.68164 -0.0826
O -0.28528 0.09673 2.05229 -0.0608
H -2.70881 -0.63240 0.46359 0.0490
H -2.82617 0.80609 -0.56973 0.0674
H -2.23020 0.99874 1.20652 0.0643
H -0.62967 0.91525 -0.89049 0.0945
H 2.44084 -1.54773 -0.03357 0.0247
H 1.42545 -1.51042 1.03023 -0.0117
O 1.80957 -2.14104 0.41657 -0.0981
H 2.22259 0.62531 -1.48323 0.0408
H 0.83252 0.27695 -1.84823 0.0385
O 1.50860 1.00063 -2.08424 -0.1496
```

Charge: -1
ΔE to the lowest compared entry with this formula, charge and spin (kJ/mol): 110.9
HOMO-LUMO gap (Ha): 0.3110
LUMO energy (eV): 4.0
Highest occupied orbital energy (eV): -4.4

***

Record 3
ORCA calculation (wB97M-V/def2-TZVPD) on a molecular structure, BrCr2.

Structure (XYZ):
```
3
Properties=species:S:1:pos:R:3:lowdin_charge:R:1
Cr -25.36145 -11.00920 13.01738 1.3276
Cr -27.51085 -9.64346 17.17681 1.3651
Br -26.02278 -9.64057 15.03770 0.3073
```

Charge: +3
ΔE to the lowest compared entry with this formula, charge and spin (kJ/mol): 15.4
HOMO-LUMO gap (alpha / beta) (Ha): 0.2691 / 0.3640
Spin multiplicity: 9
LUMO energy (alpha / beta) (eV): -17.9 / -15.5
Highest occupied orbital energy (alpha / beta) (eV): -25.2 / -25.4

***

Record 4
ORCA calculation (wB97M-V/def2-TZVPD) on 2 unconnected molecules or ions with the total composition C8H11N6 at a distorted geometry.

Structure (XYZ):
```
25
Properties=species:S:1:pos:R:3:lowdin_charge:R:1
C 0.27220 -3.15615 -1.33152 -0.0390
C 0.79519 -2.22843 -0.41894 -0.0940
C -1.09267 -3.09382 -1.60762 -0.0769
C -1.23614 -1.22218 -0.19857 -0.2401
C 0.33475 1.76706 -1.34701 -0.0936
C -0.71870 1.99369 0.80754 -0.2768
C -0.76185 2.11446 -0.60037 0.0110
C 1.39611 0.94256 0.49440 -0.3652
N -0.00117 -1.29991 0.17833 0.0515
N -1.82611 -2.13733 -0.96401 0.0875
N 1.38914 1.23740 -0.81562 0.1415
N 0.43967 1.48185 1.36806 0.2128
N -1.67682 2.40949 1.64778 0.2110
N 2.48762 0.48947 1.12046 0.2157
H 0.85559 -4.07490 -1.48073 0.1161
H 1.84082 -2.14877 -0.08862 0.1056
H -1.51253 -3.68018 -2.41870 0.1167
H 0.36291 1.81819 -2.36982 0.1093
H -1.64716 2.39706 -1.01969 0.0929
H -1.85390 -0.37253 0.10005 0.1035
H 0.39713 1.31199 2.32753 0.1461
H -2.53885 2.75865 1.48705 0.0851
H -1.50805 2.46924 2.66288 0.1480
H 2.68383 0.21518 2.00946 0.0872
H 3.11901 0.00790 0.45769 0.1442
```

Charge: +1
ΔE to the lowest compared entry with this formula, charge and spin (kJ/mol): 210.6
HOMO-LUMO gap (Ha): 0.3294
LUMO energy (eV): -3.6
Highest occupied orbital energy (eV): -12.6

***

Q: Which formula does entry 2 have?
A: C2H8NO4